# 1
{"formula": "C12H22N6OTc", "method": "ωB97M-V with the def2-TZVPD basis set", "elements": ["Tc", "O", "C", "C", "C", "C", "C", "C", "C", "C", "N", "H", "H", "H", "H", "H", "H", "H", "H", "H", "H", "H", "C", "N", "C", "C", "N", "N", "C", "N", "N", "H", "H", "H", "H", "H", "H", "H", "H", "H", "H", "H"], "coordinates": [[-0.66677, -0.39986, -0.70848], [-0.74072, -2.44881, -0.48963], [0.41877, -3.37926, -0.83297], [0.53787, -3.37556, -2.33638], [0.60994, -1.94601, -2.89751], [1.66136, -1.09307, -2.23714], [2.98454, -1.07123, -2.62089], [3.88304, -0.22609, -1.97819], [3.43504, 0.61507, -0.95152], [2.11948, 0.56906, -0.58044], [1.26017, -0.29327, -1.20834], [-1.57928, -2.93287, -0.61948], [0.19266, -4.34468, -0.38726], [1.27522, -2.94152, -0.32531], [-0.29874, -3.90298, -2.79890], [1.43860, -3.93551, -2.60420], [-0.39149, -1.44828, -2.83072], [0.79575, -1.96687, -3.97297], [3.30276, -1.70119, -3.44399], [4.92349, -0.20673, -2.28359], [4.10471, 1.30383, -0.45185], [1.72143, 1.19502, 0.20372], [-1.98381, 2.38540, 3.79570], [-1.39310, 1.20881, 3.08836], [-0.90296, 0.07163, 3.91945], [-1.31838, 1.17047, 1.79541], [-0.77464, 0.08259, 1.14296], [-1.81451, 2.22689, 1.05948], [-1.76311, 2.41341, -0.29266], [-2.24512, 3.51955, -0.79001], [-1.21922, 1.45771, -1.08015], [-1.91967, 2.20771, 4.86328], [-3.03992, 2.48968, 3.53793], [-1.41274, 3.28715, 3.56898], [-1.10041, 0.30194, 4.96060], [0.17492, -0.04865, 3.80077], [-1.45023, -0.84001, 3.67322], [-0.44375, -0.64096, 1.78162], [-2.27862, 2.94905, 1.60001], [-2.64755, 4.25567, -0.21661], [-2.25955, 3.70364, -1.78846], [-1.19547, 1.72914, -2.06387]], "atomic_forces_ev_per_a": [[0.3, -0.1, -0.1], [0.2, -0.1, 0.2], [0.0, 0.1, -0.2], [-0.1, 0.0, 0.0], [0.2, -0.1, 0.1], [0.0, 0.2, 0.0], [0.0, -0.1, -0.1], [0.0, 0.0, 0.1], [0.1, 0.0, 0.0], [0.1, -0.2, -0.1], [-0.2, 0.2, 0.3], [0.0, 0.0, 0.1], [-0.1, 0.0, 0.0], [0.0, 0.0, 0.1], [0.0, 0.0, 0.0], [0.0, 0.0, 0.0], [-0.1, 0.0, -0.1], [-0.1, 0.0, 0.0], [0.0, 0.0, 0.0], [0.0, 0.0, 0.0], [0.0, 0.0, 0.0], [0.0, 0.0, 0.0], [0.0, -0.1, 0.0], [0.0, 0.0, 0.3], [0.0, 0.1, 0.0], [0.1, -0.1, -0.2], [-0.3, 0.2, 0.0], [0.0, -0.1, 0.1], [0.1, -0.2, -0.2], [-0.1, 0.1, 0.0], [-0.2, 0.1, 0.0], [0.0, 0.0, 0.0], [0.0, 0.0, 0.0], [0.0, 0.0, 0.0], [0.0, 0.0, 0.0], [0.0, 0.0, 0.0], [0.0, 0.0, 0.0], [-0.1, 0.0, 0.0], [0.0, 0.0, 0.0], [0.0, 0.0, 0.0], [0.0, 0.0, 0.0], [0.0, 0.1, 0.0]], "charge": 4, "s_squared": 3.776, "spin_multiplicity": 4, "homo_lumo_gap_ev": [7.196, 6.485], "e_lumo_ev": [-15.87, -16.58], "energy_ev": -25943.8592}

***

# 2
{"formula": "C12H22NO6", "method": "ωB97M-V with the def2-TZVPD basis set", "elements": ["C", "C", "N", "C", "C", "H", "H", "H", "H", "H", "H", "C", "C", "O", "C", "O", "O", "C", "H", "H", "H", "H", "H", "H", "H", "H", "C", "C", "O", "C", "O", "O", "C", "H", "H", "H", "H", "H", "H", "H", "H"], "coordinates": [[4.70858, 3.68200, -1.82566], [3.63577, 4.28442, -1.89472], [2.55750, 4.99818, -2.00747], [1.45955, 4.47475, -1.20748], [0.88092, 3.14308, -1.74429], [5.46930, 2.94232, -1.75053], [1.81946, 4.28153, -0.18270], [0.66311, 5.22309, -1.17175], [1.25951, 2.30420, -1.15367], [1.16856, 3.01541, -2.78763], [-0.21257, 3.10836, -1.66248], [-3.00527, 1.52359, 4.23786], [-2.78181, 2.57914, 3.17610], [-1.95828, 2.09344, 2.10961], [-2.57661, 1.33353, 1.20591], [-3.74769, 1.04287, 1.20883], [-1.68051, 0.95426, 0.30408], [-2.17520, 0.08625, -0.71645], [-2.04955, 1.14061, 4.59745], [-3.55040, 1.94982, 5.08078], [-3.58155, 0.68935, 3.83985], [-2.23337, 3.42672, 3.58253], [-3.72565, 2.94336, 2.77123], [-3.06576, 0.49494, -1.18854], [-2.39637, -0.89416, -0.29615], [-1.37514, -0.00279, -1.44485], [0.28046, -6.27564, -0.54454], [0.56608, -5.44924, -1.78000], [0.35677, -4.05091, -1.54493], [1.35262, -3.42614, -0.90537], [2.38375, -3.93572, -0.54772], [1.00229, -2.15907, -0.73771], [1.95224, -1.34864, -0.02688], [-0.72367, -6.06771, -0.17296], [0.35321, -7.33807, -0.77941], [0.99302, -6.04740, 0.24671], [-0.12600, -5.70124, -2.58180], [1.58174, -5.60998, -2.14015], [2.93791, -1.42891, -0.47716], [1.99192, -1.65151, 1.01795], [1.59111, -0.32808, -0.10591]], "atomic_forces_ev_per_a": [[0.1, -0.3, 0.4], [-0.1, 0.2, -0.3], [-0.2, -0.2, 0.1], [0.5, -0.1, -0.3], [-0.2, 0.0, 0.3], [0.0, 0.1, -0.2], [-0.3, 0.1, 0.2], [0.0, 0.1, 0.1], [0.1, -0.1, -0.2], [0.0, 0.0, 0.0], [0.0, 0.0, 0.0], [0.0, -0.1, -0.1], [-0.1, 0.1, 0.2], [0.0, 0.0, 0.0], [0.0, 0.0, 0.0], [0.0, 0.0, 0.0], [0.0, 0.0, 0.0], [0.1, -0.1, -0.2], [0.0, 0.0, 0.0], [0.0, 0.0, 0.0], [0.0, 0.0, 0.0], [0.1, 0.0, 0.0], [0.0, -0.1, 0.0], [0.0, 0.1, 0.1], [-0.1, 0.0, 0.0], [0.0, 0.0, 0.0], [0.0, 0.1, 0.1], [0.0, -0.2, -0.1], [0.0, 0.0, 0.0], [0.0, 0.0, 0.0], [0.0, 0.0, 0.0], [-0.1, 0.0, 0.0], [0.0, 0.2, 0.0], [0.0, 0.0, 0.0], [0.0, 0.0, 0.0], [0.0, 0.0, 0.0], [0.0, 0.1, 0.0], [0.0, 0.0, 0.1], [0.0, 0.0, 0.0], [0.0, 0.0, 0.0], [0.0, 0.0, 0.0]], "charge": -1, "homo_lumo_gap_ev": 4.135, "e_lumo_ev": 2.39, "energy_ev": -26574.3072}

***

# 3
{"formula": "C12H23AsF6KNO4S2", "method": "ωB97M-V with the def2-TZVPD basis set", "elements": ["K", "As", "F", "F", "F", "F", "F", "F", "C", "C", "C", "C", "N", "H", "H", "H", "H", "H", "H", "H", "C", "C", "C", "S", "O", "O", "C", "H", "H", "H", "H", "H", "H", "H", "H", "C", "C", "C", "S", "O", "O", "C", "H", "H", "H", "H", "H", "H", "H", "H"], "coordinates": [[0.23873, -0.55539, -1.33662], [-5.24376, -0.37128, -0.36264], [-6.44365, 0.84127, -0.05898], [-6.18372, -1.21260, -1.57848], [-3.93846, -1.57169, -0.60521], [-4.05213, 0.50775, 0.73490], [-5.89578, -1.31451, 0.97158], [-4.62107, 0.63628, -1.71474], [-4.35253, -0.19369, -10.03723], [-5.01596, -0.29315, -8.65017], [-4.24293, -1.04897, -7.61023], [-3.04216, -0.40828, -7.13498], [-2.08079, 0.06782, -6.70619], [-5.08275, 0.22250, -10.73125], [-4.16153, -1.17097, -10.48056], [-3.56575, 0.55694, -9.96201], [-5.97213, -0.76533, -8.87572], [-5.31601, 0.72165, -8.38892], [-3.83166, -1.89760, -8.15686], [-4.80035, -1.31555, -6.71227], [7.38364, 4.54256, 1.75984], [7.71853, 3.13691, 2.11739], [7.68338, 2.40844, 0.70292], [6.10292, 2.85541, -0.12201], [5.15287, 1.95106, 0.45238], [6.21143, 2.97861, -1.57510], [6.19336, 4.49962, 0.72575], [8.35225, 4.91999, 1.43205], [6.95544, 5.06092, 2.61777], [6.98517, 2.64361, 2.75531], [8.60017, 3.19718, 2.75548], [7.90581, 1.34188, 0.66978], [8.53107, 2.86906, 0.19564], [5.22661, 4.73163, 1.17260], [6.50645, 5.19861, -0.04980], [-2.18214, -2.62473, 7.01697], [-0.65607, -2.25862, 7.14997], [0.07420, -3.32995, 6.36307], [-0.77733, -3.46146, 4.74490], [-0.95339, -4.88713, 4.41383], [-0.27738, -2.50701, 3.77049], [-2.40840, -2.80085, 5.44769], [-2.79342, -1.85600, 7.48972], [-2.48801, -3.49132, 7.60312], [-0.31063, -2.17360, 8.18028], [-0.49449, -1.28754, 6.68202], [-0.14110, -4.33853, 6.71594], [1.15193, -3.38991, 6.21141], [-3.20011, -3.48169, 5.13502], [-2.44838, -1.88236, 4.86214]], "atomic_forces_ev_per_a": [[-0.4, 0.0, 0.1], [1.5, 0.7, -0.1], [0.2, -0.4, -0.1], [0.1, 0.2, 0.9], [-0.5, 0.6, 0.1], [-1.3, -0.9, -0.9], [0.5, 0.4, -0.8], [0.0, -0.7, 0.9], [-0.7, 0.6, 0.5], [-1.3, 0.7, -1.6], [0.4, -0.3, -0.3], [1.4, 1.2, 0.7], [-0.7, -0.4, -0.4], [-0.1, 0.3, 0.1], [0.9, 0.1, 0.3], [0.6, -0.6, -0.5], [-0.1, -0.5, 0.6], [0.3, 0.0, 0.5], [-0.4, -0.7, 0.4], [-0.2, -0.3, -0.3], [-2.0, -0.5, 0.1], [-1.2, -1.8, -0.3], [1.7, 0.3, 0.7], [2.9, 0.6, 0.4], [-1.1, 0.1, 0.1], [-0.2, 0.0, 1.7], [0.9, 0.5, -0.7], [-0.6, 0.9, -0.5], [0.6, 0.4, 0.1], [-0.4, 0.2, 0.0], [0.6, -0.8, -0.7], [-0.6, 0.0, 0.2], [-0.2, 0.1, -0.7], [0.1, 0.1, -0.1], [-0.8, 0.1, -0.3], [0.6, 0.5, -1.1], [-0.6, -0.4, -0.2], [0.0, -1.3, -0.9], [-1.7, -0.9, 1.1], [0.6, 1.8, 0.1], [0.0, -0.6, 0.4], [1.2, -0.2, 0.4], [0.0, 0.4, -0.6], [0.5, -0.5, -0.4], [-0.1, -0.2, 0.0], [0.0, 0.1, 0.0], [-0.3, 0.0, 0.5], [0.0, 0.9, 0.0], [0.1, 0.0, 0.2], [-0.4, 0.3, 0.5]], "charge": 0, "homo_lumo_gap_ev": 8.624, "e_lumo_ev": -1.54, "energy_ev": -137636.7695}

***

# 4
{"formula": "C12H23F7N3PSSiTeTi", "method": "ωB97M-V with the def2-TZVPD basis set", "elements": ["Ti", "C", "Si", "C", "C", "N", "C", "C", "C", "C", "C", "C", "F", "H", "H", "H", "H", "H", "H", "H", "H", "H", "H", "H", "H", "H", "F", "P", "F", "F", "F", "F", "F", "N", "C", "N", "S", "H", "H", "H", "H", "C", "Te", "C", "H", "H", "H", "H", "H", "H"], "coordinates": [[-0.05547, 0.58754, -0.00838], [-0.36819, 1.93371, 4.20249], [0.96496, 1.13549, 3.19079], [1.89379, 2.36321, 2.14371], [2.11347, 0.08038, 4.21847], [0.12220, 0.01165, 1.92086], [-0.55966, -1.08468, 2.31401], [-0.69408, -1.57332, 3.64596], [-1.44569, -2.69851, 3.88969], [-2.08793, -3.38249, 2.85179], [-1.99026, -2.94945, 1.51620], [-1.23490, -1.84572, 1.32867], [-1.05871, -1.31391, 0.04135], [0.12709, 2.53974, 4.96730], [-1.00465, 1.22090, 4.72914], [-1.01212, 2.59974, 3.62811], [2.49874, 2.96453, 2.82875], [1.25273, 3.06498, 1.60739], [2.59092, 1.91630, 1.43116], [3.07551, 0.58704, 4.32353], [2.30732, -0.91302, 3.81528], [1.71993, -0.05265, 5.22826], [-0.20923, -1.06036, 4.46340], [-1.54812, -3.06581, 4.90166], [-2.67496, -4.26461, 3.07234], [-2.47950, -3.46819, 0.70316], [0.76727, 1.93718, -0.73158], [-0.48270, 0.78990, -3.41593], [-0.99727, -0.44229, -4.10394], [1.04027, 0.86150, -3.53809], [-0.71629, 1.88124, -4.46076], [-0.10435, -0.13581, -1.94744], [-1.59650, 1.35345, -2.48928], [-3.68146, 3.05857, -0.53036], [-2.40095, 3.00911, -0.24049], [-1.55058, 3.89903, -0.70937], [-1.87992, 1.76726, 0.91189], [-4.08552, 3.81755, -1.06604], [-4.32229, 2.38473, -0.13702], [-1.84467, 4.68198, -1.27980], [-0.58995, 3.88280, -0.40471], [3.67502, -1.24580, 1.36459], [2.56419, -0.93139, -0.40360], [3.80561, 0.60934, -1.16349], [3.79356, -0.30640, 1.89685], [4.64253, -1.62289, 1.03556], [3.17953, -1.99660, 1.97252], [4.73890, 0.12717, -1.44891], [3.97461, 1.34992, -0.38656], [3.33493, 1.05506, -2.03435]], "atomic_forces_ev_per_a": [[0.3, -0.8, 0.5], [0.0, 0.0, -0.1], [0.1, 0.0, 0.1], [-0.1, 0.0, 0.0], [-0.1, 0.0, -0.1], [0.0, 0.1, -0.1], [0.1, 0.0, 0.0], [0.0, -0.1, 0.0], [0.1, 0.1, 0.0], [-0.1, -0.1, 0.0], [0.1, 0.1, 0.1], [0.0, 0.0, -0.1], [0.0, 0.0, 0.0], [0.0, 0.0, 0.0], [0.0, 0.0, 0.0], [0.0, 0.0, 0.0], [0.0, 0.0, 0.0], [0.0, 0.0, 0.0], [0.0, 0.0, 0.0], [0.0, 0.0, 0.0], [0.0, 0.0, 0.0], [0.0, 0.0, 0.0], [0.0, 0.0, 0.0], [0.0, 0.0, 0.0], [0.0, 0.0, 0.0], [0.0, 0.0, 0.0], [0.3, 0.5, -0.1], [-0.1, -0.3, -0.3], [0.0, -0.1, 0.0], [0.0, 0.3, 0.2], [-0.1, 0.0, -0.1], [-0.2, -0.2, 0.0], [0.2, 0.3, 0.0], [0.0, 0.0, 0.0], [-0.1, 0.1, 0.1], [0.1, -0.1, 0.0], [-0.1, 0.1, -0.2], [0.0, 0.0, 0.0], [0.0, 0.0, 0.0], [0.0, 0.0, 0.0], [0.0, 0.0, 0.0], [0.1, 0.1, 0.0], [-0.3, 0.0, 0.0], [0.0, 0.0, 0.0], [0.0, 0.0, 0.0], [0.0, 0.0, 0.0], [0.0, 0.0, 0.0], [0.0, 0.0, 0.0], [0.0, 0.0, 0.0], [0.0, 0.0, 0.0]], "charge": 3, "s_squared": 0.899, "spin_multiplicity": 2, "homo_lumo_gap_ev": [6.880, 5.570], "e_lumo_ev": [-10.90, -12.20], "energy_ev": -94701.2846}

***

# 5
{"formula": "C12H23IMnN6S", "method": "ωB97M-V with the def2-TZVPD basis set", "elements": ["Mn", "C", "C", "N", "C", "C", "N", "C", "C", "N", "H", "H", "H", "H", "H", "H", "H", "H", "H", "H", "H", "H", "H", "H", "H", "I", "C", "C", "C", "C", "N", "C", "H", "H", "H", "H", "N", "C", "N", "S", "H", "H", "H", "H"], "coordinates": [[0.15619, 0.07019, -0.50018], [0.45177, 2.71305, 0.93779], [-0.08741, 1.71696, 1.94420], [0.48411, 0.36940, 1.69790], [1.93672, 0.26052, 2.01092], [2.66745, -0.42042, 0.87196], [2.24211, 0.16589, -0.43432], [2.76689, 1.55269, -0.69564], [1.65441, 2.39329, -1.26394], [0.40750, 2.16074, -0.45718], [-0.14709, 3.62126, 0.98359], [1.47587, 3.00285, 1.16173], [0.13189, 2.07073, 2.95316], [-1.17035, 1.63566, 1.85361], [-0.02954, -0.28408, 2.28196], [2.33844, 1.25713, 2.18954], [2.09733, -0.30026, 2.92984], [3.74769, -0.33180, 0.98704], [2.42564, -1.48305, 0.83986], [2.58556, -0.44912, -1.16986], [3.15178, 1.95708, 0.23799], [3.60042, 1.51130, -1.39434], [1.91835, 3.45095, -1.28545], [1.43719, 2.09167, -2.28969], [-0.33897, 2.64170, -0.94926], [-4.89904, -2.65911, 0.64359], [-3.94915, -0.97826, -0.07956], [-4.66158, 0.11257, -0.57056], [-3.96219, 1.20604, -1.06601], [-2.58600, 1.18801, -1.05730], [-1.89177, 0.14033, -0.56685], [-2.57363, -0.92595, -0.09171], [-5.74491, 0.10708, -0.57548], [-4.48056, 2.06870, -1.46218], [-2.03818, 2.01259, -1.48954], [-1.99443, -1.75394, 0.29314], [0.46223, -3.94173, 0.26175], [0.34424, -3.59786, -1.00952], [0.27598, -4.50672, -1.95357], [0.26076, -1.94507, -1.57977], [0.50690, -4.91139, 0.54809], [0.49699, -3.25065, 0.98959], [0.34210, -5.49658, -1.75060], [0.18830, -4.24238, -2.92474]], "atomic_forces_ev_per_a": [[0.1, 0.6, 1.0], [0.0, 0.1, -0.1], [-0.1, 0.0, 0.1], [-0.1, -0.2, -0.2], [0.0, 0.1, 0.1], [0.0, 0.0, -0.1], [-0.1, 0.0, -0.2], [0.1, -0.1, 0.1], [-0.1, 0.1, 0.1], [0.1, -0.2, -0.3], [0.0, 0.1, 0.0], [0.0, 0.0, 0.0], [0.0, 0.0, 0.0], [0.0, 0.0, 0.0], [0.0, 0.0, 0.0], [0.0, 0.0, 0.0], [0.0, 0.0, 0.1], [0.1, 0.0, 0.0], [0.0, 0.0, 0.0], [0.0, 0.0, 0.0], [0.0, 0.0, 0.0], [0.1, 0.0, 0.0], [0.0, 0.1, 0.0], [0.0, 0.0, -0.1], [0.0, 0.0, 0.0], [-0.1, -0.1, 0.1], [-0.2, 0.0, 0.0], [0.0, 0.2, -0.1], [-0.2, 0.0, 0.0], [0.0, -0.2, 0.0], [0.3, 0.0, 0.0], [0.3, 0.3, 0.0], [0.0, 0.0, 0.0], [0.0, 0.0, 0.0], [0.0, 0.0, 0.0], [0.0, 0.0, 0.0], [0.0, 0.1, 0.0], [-0.1, 0.2, 0.2], [0.1, -0.1, 0.0], [0.1, -0.5, -0.7], [0.0, 0.0, 0.0], [0.0, 0.0, 0.0], [0.0, 0.0, 0.0], [0.0, 0.0, 0.0]], "charge": 3, "s_squared": 6.107, "spin_multiplicity": 5, "homo_lumo_gap_ev": [5.156, 6.645], "e_lumo_ev": [-12.12, -10.63], "energy_ev": -71989.3216}

***

Question: Number 3 is which compound?
Answer: C12H23AsF6KNO4S2